Record 1
Entry from the Open Molecules 2025 dataset: a structure of composition C15H17IN5RuS in a non-equilibrium geometry (ωB97M-V/def2-TZVPD).

```
40
Properties=species:S:1:pos:R:3
Ru 0.63 0.40 -0.39
C -1.10 -4.97 1.52
C 0.35 -4.63 1.85
N 1.02 -3.72 0.88
C 0.60 -2.51 0.45
S 1.71 -1.56 -0.48
N -0.66 -2.09 0.75
N -0.78 -0.76 0.42
C -1.97 -0.17 0.63
C -3.17 -0.99 0.96
C -1.94 1.25 0.64
C -3.00 2.08 1.02
C -2.78 3.44 1.17
C -1.49 3.97 0.86
C -0.50 3.12 0.43
N -0.71 1.80 0.30
H -1.49 -5.68 2.28
H -1.18 -5.43 0.53
H -1.69 -4.05 1.57
H 0.98 -5.53 1.78
H 0.48 -4.24 2.87
H 1.96 -3.96 0.61
H -2.99 -1.98 0.52
H -4.06 -0.48 0.57
H -3.28 -1.11 2.05
H -3.97 1.64 1.27
H -3.60 4.09 1.51
H -1.25 5.04 0.96
H 0.51 3.45 0.17
I 6.31 1.94 -2.07
C 4.21 2.01 -2.26
C 3.61 2.70 -3.34
C 2.22 2.72 -3.44
C 1.45 2.08 -2.49
N 2.04 1.44 -1.45
C 3.41 1.39 -1.32
H 4.27 3.19 -4.07
H 1.70 3.24 -4.26
H 0.36 2.07 -2.51
H 3.78 0.80 -0.49
```

The relative energy (zero: lowest compared OMol25 entry of this formula, charge and spin) comes out at 0.00 kcal/mol. The spin multiplicity is 5. The net charge is +3. The calculation puts the HOMO energy (alpha / beta) at -16.9 / -16.9 eV.

Record 2
Entry from the Open Molecules 2025 dataset: the molecule C3H3N3O (ωB97M-V/def2-TZVPD).

```
10
Properties=species:S:1:pos:R:3
O 3.12 -0.31 0.44
C 2.05 -0.86 0.35
N 0.84 -0.13 0.13
C -1.34 1.80 -1.02
N -1.51 0.82 -0.38
C -1.38 -0.38 0.15
N -0.14 -0.90 0.36
H 1.91 -1.95 0.42
H -1.27 2.86 -0.85
H -2.26 -0.95 0.40
```

The relative energy (zero: lowest compared OMol25 entry of this formula, charge and spin) comes out at 98.04 kcal/mol. The spin multiplicity is 1. The calculation puts the HOMO energy (alpha / beta) at -8.8 / -8.8 eV.

Record 3
Entry from the Open Molecules 2025 dataset: a structure of composition C4H5NO5S in a non-equilibrium geometry (ωB97M-V/def2-TZVPD).

```
16
Properties=species:S:1:pos:R:3
C -0.37 -0.38 -0.53
C 0.05 0.88 -0.59
C -0.48 -1.21 0.70
C 0.59 1.55 -1.82
N 0.63 -2.78 0.27
O -1.59 -1.91 0.76
O 0.33 1.75 3.10
O -0.26 -0.44 1.80
O 0.22 1.67 0.53
O 1.74 -2.58 0.04
S -0.51 1.38 1.98
H -0.78 -0.94 -1.46
H 0.16 1.25 -2.67
H 1.69 1.35 -2.07
H 0.38 2.65 -1.66
H -1.78 -2.23 1.63
```

The relative energy (zero: lowest compared OMol25 entry of this formula, charge and spin) comes out at 32.63 kcal/mol. The spin multiplicity is 1. The calculation puts the HOMO energy (alpha / beta) at -7.9 / -7.9 eV.

Record 4
Entry from the Open Molecules 2025 dataset: a structure of composition C22H21Co2O8 in a non-equilibrium geometry (ωB97M-V/def2-TZVPD).

```
53
Properties=species:S:1:pos:R:3
C -2.36 -2.88 -0.19
C -1.87 -1.69 -0.98
O -1.37 -0.72 0.03
C -1.34 0.57 -0.36
C -2.41 1.33 -0.70
C -2.16 2.62 -1.32
O -0.17 1.15 -0.55
C 0.97 0.32 -0.95
C 2.19 1.14 -0.60
H -2.55 -3.72 -0.87
H -1.63 -3.20 0.56
H -3.30 -2.63 0.31
H -1.03 -1.95 -1.63
H -2.67 -1.22 -1.56
H -3.41 0.93 -0.59
H -3.12 3.00 -1.69
H -1.74 3.33 -0.60
H -1.48 2.56 -2.19
H 0.95 -0.63 -0.40
H 0.88 0.13 -2.02
H 3.06 0.69 -1.08
H 2.08 2.17 -0.94
H 2.33 1.13 0.49
O -5.42 0.20 6.37
C -4.46 0.75 6.07
Co -2.79 1.30 5.57
C -1.99 -0.26 5.39
O -1.37 -1.22 5.21
C -3.01 1.68 3.86
O -2.96 1.84 2.72
C -2.09 2.56 6.65
C -1.30 2.32 5.54
C -0.10 2.42 4.94
C 0.14 3.15 3.73
C 1.38 2.99 3.06
C 1.60 3.58 1.82
C 0.59 4.34 1.22
C -0.62 4.58 1.90
C -0.82 4.02 3.16
Co -3.72 3.52 6.29
C -5.20 3.03 7.08
O -6.18 2.84 7.66
C -4.17 4.43 4.88
O -4.51 5.12 4.01
C -3.35 4.88 7.27
O -3.11 5.82 7.91
H -1.74 2.54 7.69
H 0.72 1.82 5.36
H 2.15 2.37 3.53
H 2.56 3.43 1.30
H 0.73 4.76 0.22
H -1.42 5.17 1.45
H -1.73 4.23 3.73
```

The spin multiplicity is 1. The net charge is -1. The calculation puts the HOMO energy at -2.8 eV.

Record 5
Entry from the Open Molecules 2025 dataset: a cluster of 2 separate species, C5H10NOS in total in a non-equilibrium geometry (ωB97M-V/def2-TZVPD).

```
18
Properties=species:S:1:pos:R:3
C 0.52 -0.87 -1.78
C 0.37 -1.98 -1.05
C 1.77 -0.70 -2.57
C -1.65 1.70 2.09
C -0.24 -0.25 1.77
N -0.52 0.91 2.31
O -0.39 0.15 -1.68
S 0.21 -3.40 -0.35
H 1.51 -0.40 -3.69
H 2.31 -1.60 -2.43
H 2.42 0.17 -2.28
H -2.42 1.38 2.74
H -1.43 2.79 2.48
H -2.03 1.76 0.98
H -0.81 -0.79 0.97
H 0.74 -0.79 2.00
H 0.06 1.28 3.03
H -0.42 0.63 -2.53
```

The relative energy (zero: lowest compared OMol25 entry of this formula, charge and spin) comes out at 67.45 kcal/mol. The spin multiplicity is 1. The net charge is +1. The calculation puts the HOMO energy at -11.1 eV.

Record 6
Entry from the Open Molecules 2025 dataset: a cluster of 4 separate species, C16H39BO4 in total in a non-equilibrium geometry (ωB97M-V/def2-TZVPD).

```
60
Properties=species:S:1:pos:R:3
C -3.24 1.47 5.12
C -2.21 0.52 5.21
B -1.96 -0.54 4.03
O -1.16 -0.28 2.90
C -1.94 -0.57 1.73
C -1.12 -0.56 0.39
H -4.28 1.06 5.06
H -3.09 2.56 5.15
H -1.61 0.55 6.16
H -2.51 -1.60 4.13
H -2.40 -1.58 1.84
H -2.76 0.18 1.68
H -1.19 -1.52 -0.17
H -0.05 -0.32 0.58
H -1.55 0.21 -0.28
C 4.28 -0.89 -2.38
C 2.95 -1.55 -2.10
O 1.88 -0.64 -1.96
C 1.59 0.17 -3.09
C 1.18 -0.63 -4.32
H 4.49 -0.12 -1.63
H 5.09 -1.63 -2.36
H 4.29 -0.40 -3.36
H 3.01 -2.09 -1.16
H 2.71 -2.30 -2.87
H 2.43 0.83 -3.32
H 0.76 0.82 -2.80
H 2.00 -1.23 -4.70
H 0.86 0.04 -5.12
H 0.36 -1.31 -4.08
C 7.68 3.95 -1.04
C 6.49 3.60 -1.92
O 5.51 2.82 -1.27
C 4.89 3.41 -0.13
C 4.14 4.69 -0.45
H 8.10 3.04 -0.59
H 8.46 4.44 -1.62
H 7.40 4.61 -0.22
H 6.84 3.00 -2.77
H 6.04 4.51 -2.34
H 5.63 3.58 0.66
H 4.18 2.67 0.25
H 4.81 5.49 -0.76
H 3.58 5.03 0.42
H 3.43 4.53 -1.27
C -7.83 -4.07 1.56
C -7.06 -2.82 1.94
O -5.66 -3.03 2.06
C -4.99 -3.45 0.88
C -5.09 -2.45 -0.26
H -7.59 -4.89 2.23
H -8.90 -3.88 1.60
H -7.58 -4.40 0.54
H -7.39 -2.48 2.93
H -7.27 -2.00 1.25
H -5.35 -4.43 0.57
H -3.94 -3.57 1.15
H -6.11 -2.35 -0.63
H -4.46 -2.76 -1.10
H -4.76 -1.46 0.07
```

The SMILES is C=CBOCC.CCOCC.CCOCC.CCOCC. The spin multiplicity is 1. The calculation puts the HOMO energy at -7.8 eV.

Record 7
Entry from the Open Molecules 2025 dataset: a structure of composition C6H8BrN4S in a non-equilibrium geometry (ωB97M-V/def2-TZVPD).

```
20
Properties=species:S:1:pos:R:3
C -2.06 2.10 -0.62
C -0.40 0.85 0.08
C 1.15 -0.54 1.55
C 1.77 -1.76 1.51
C 0.76 -1.20 -0.82
C 0.70 -0.16 0.20
N -1.17 1.15 -0.99
N -1.99 2.34 0.64
N -1.02 1.53 1.11
N -0.52 -1.59 -1.26
S 1.76 -2.59 0.02
Br 2.02 1.64 -0.44
H -2.72 2.73 -1.39
H 1.13 0.13 2.42
H 2.10 -2.11 2.42
H 1.30 -0.82 -1.73
H -0.59 1.66 2.09
H -0.97 0.90 -1.93
H -1.02 -2.19 -0.68
H -0.22 -2.06 -2.19
```

The spin multiplicity is 1. The net charge is +1. The calculation puts the HOMO energy at -12.5 eV.

Record 8
Entry from the Open Molecules 2025 dataset: a structure of composition C5H9NO2 in a non-equilibrium geometry (ωB97M-V/def2-TZVPD).

```
17
Properties=species:S:1:pos:R:3
C -0.03 -0.03 0.49
C 1.26 -0.73 0.15
C 0.00 0.81 1.74
N -1.73 -1.12 -0.81
O -1.19 -0.73 0.43
O -0.83 -2.05 -1.42
C -0.35 1.08 -1.04
C 0.09 2.14 -1.43
H -1.30 -2.89 -1.35
H -1.18 0.13 -1.36
H 2.08 -0.01 0.22
H 1.43 -1.52 0.88
H 1.24 -1.18 -0.84
H -0.98 1.25 1.93
H 0.28 0.20 2.60
H 0.74 1.61 1.63
H 0.47 3.05 -1.80
```

The relative energy (zero: lowest compared OMol25 entry of this formula, charge and spin) comes out at 185.98 kcal/mol. The spin multiplicity is 1. The calculation puts the HOMO energy (alpha / beta) at -8.6 / -8.6 eV.

Record 9
Entry from the Open Molecules 2025 dataset: a cluster of 2 separate species, CH4OS in total in a non-equilibrium geometry (ωB97M-V/def2-TZVPD).

```
7
Properties=species:S:1:pos:R:3
C 0.87 0.56 -0.46
O -1.61 -1.48 0.54
S -0.55 1.13 0.46
H 0.84 -0.53 -0.43
H 1.78 0.92 0.01
H 0.80 0.90 -1.49
H -2.12 -1.51 1.36
```

The relative energy (zero: lowest compared OMol25 entry of this formula, charge and spin) comes out at 87.20 kcal/mol. The spin multiplicity is 1. The calculation puts the HOMO energy (alpha / beta) at -9.6 / -9.6 eV.

Record 10
Entry from the Open Molecules 2025 dataset: a cluster of 2 separate species, C4H9ClOSi in total in a non-equilibrium geometry (ωB97M-V/def2-TZVPD).

```
16
Properties=species:S:1:pos:R:3
C -2.35 -2.23 -3.08
C 0.21 1.65 1.60
C 1.96 -0.71 0.29
C -0.66 0.43 -1.02
O -2.87 -3.08 -2.54
Si 0.12 0.01 0.65
Cl -0.89 -1.39 1.62
H -0.70 2.17 1.47
H 0.38 1.67 2.62
H 0.72 2.50 1.15
H 1.93 -1.78 0.54
H 2.19 -0.54 -0.70
H 2.64 -0.23 1.06
H -0.59 -0.39 -1.60
H -1.80 0.63 -0.72
H -0.29 1.30 -1.33
```

The relative energy (zero: lowest compared OMol25 entry of this formula, charge and spin) comes out at 29.76 kcal/mol. The spin multiplicity is 1. The calculation puts the HOMO energy at -10.0 eV.

Record 11
Entry from the Open Molecules 2025 dataset: a cluster of 5 separate species, C16H23Br4N3 in total in a non-equilibrium geometry (ωB97M-V/def2-TZVPD).

```
46
Properties=species:S:1:pos:R:3
C 0.44 -0.51 6.04
C 1.03 0.77 5.92
C 0.14 1.53 5.18
N -0.90 0.79 4.80
C -0.72 -0.49 5.27
H 0.73 -1.37 6.66
H 1.97 1.16 6.34
H 0.37 2.49 4.75
H -1.61 1.01 4.15
H -1.48 -1.24 5.03
C 4.39 0.45 -0.35
C 4.13 1.60 -1.10
C 3.90 1.22 -2.40
N 4.07 -0.16 -2.41
C 4.40 -0.63 -1.21
H 4.64 0.40 0.69
H 4.11 2.59 -0.69
H 3.64 1.85 -3.24
H 3.91 -0.72 -3.26
H 4.51 -1.71 -1.00
C -4.72 -0.93 -1.96
C -5.70 -0.98 -2.97
C -5.72 0.21 -3.59
N -4.79 1.04 -2.97
C -4.18 0.32 -1.94
H -4.36 -1.88 -1.55
H -6.21 -1.89 -3.43
H -6.44 0.52 -4.33
H -4.73 1.99 -3.14
H -3.38 0.82 -1.45
Br 1.19 -2.32 -2.59
C 1.10 -0.53 -3.42
C 0.79 0.40 -2.29
Br 0.23 2.11 -2.94
H 0.29 -0.64 -4.13
H 1.96 -0.33 -4.01
H 1.64 0.53 -1.62
H -0.03 0.01 -1.72
Br 1.36 -2.88 1.38
C 0.88 -1.00 1.61
C -0.54 -0.82 1.21
Br -0.97 1.08 0.81
H 1.60 -0.57 0.95
H 1.08 -0.84 2.66
H -1.22 -1.15 2.01
H -0.80 -1.32 0.27
```

The relative energy (zero: lowest compared OMol25 entry of this formula, charge and spin) comes out at 0.00 kcal/mol. The SMILES is c1cc[nH]c1.c1cc[nH]c1.c1cc[nH]c1.BrCCBr.BrCCBr. The spin multiplicity is 1. The calculation puts the HOMO energy at -8.4 eV.

Record 12
Entry from the Open Molecules 2025 dataset: the molecule C11H21N3O5 in a non-equilibrium geometry (ωB97M-V/def2-TZVPD).

```
40
Properties=species:S:1:pos:R:3
N 5.25 2.18 0.37
C 3.98 1.45 -0.04
C 4.14 -0.06 -0.13
C 2.76 -0.61 -0.65
C 1.55 -0.20 0.11
C 0.39 -1.14 -0.30
N -0.86 -0.81 0.43
C -1.98 -1.51 -0.17
O -1.83 -2.41 -0.91
C -3.43 -1.02 0.20
N -3.63 -0.38 1.55
C -4.01 -0.10 -0.87
C -3.11 1.15 -1.15
C -2.65 2.11 -0.07
O -1.58 1.89 0.53
O -3.26 3.22 0.17
C 0.69 -2.55 0.20
O 1.24 -3.42 -0.42
O 0.00 -2.88 1.37
H 5.21 3.17 0.28
H 5.20 2.15 1.44
H 3.10 1.77 0.51
H 3.72 1.90 -1.09
H 4.87 -0.18 -1.05
H 4.63 -0.61 0.88
H 2.89 -1.72 -0.65
H 2.49 -0.26 -1.77
H 1.29 0.88 -0.17
H 1.85 0.01 1.20
H 0.28 -1.27 -1.44
H -1.06 0.27 0.47
H -4.12 -1.85 0.37
H -3.92 -1.15 2.33
H -2.93 0.18 2.07
H -5.01 0.11 -0.51
H -4.01 -0.64 -1.84
H -3.45 1.74 -2.07
H -2.21 0.70 -1.44
H -2.73 3.74 0.84
H 0.23 -3.82 1.41
```

The relative energy (zero: lowest compared OMol25 entry of this formula, charge and spin) comes out at 69.44 kcal/mol. The SMILES is NCCCC[C@H](NC(=O)[C@@H](N)CCC(=O)O)C(=O)O. The spin multiplicity is 1. The calculation puts the HOMO energy at -9.1 eV.